[1]
Below is a molecular structure, C31H32N3O2RuS2Si, with properties calculated with ωB97M-V/def2-TZVPD.

**2S+1**: 5
**Total energy**: -73356.1377 eV
**HOMO (alpha / beta)**: -0.395 / -0.401 hartree
**Total charge**: +1

Each line ends with the Mulliken spin population.
CARTESIAN COORDINATES (ANGSTROEM)
Ru (-0.14647, -0.31850, -1.16094)  2.480
C (-0.26211, 3.90640, -2.09638)  0.000
C (-0.77604, 2.52225, -1.82156)  0.048
N (0.13218, 1.60697, -1.51720)  -0.070
N (1.44718, 2.12901, -1.45003)  0.067
C (2.38087, 1.26604, -1.34953)  0.020
S (2.13386, -0.47298, -1.33972)  0.097
S (4.05118, 1.81810, -1.19983)  0.015
C (3.88832, 2.94675, 0.23764)  -0.003
C (4.23922, 2.28616, 1.54444)  -0.004
C (5.30420, 2.75976, 2.29916)  0.000
C (5.64185, 2.15968, 3.50728)  0.000
C (4.92103, 1.06981, 3.96733)  0.000
C (3.86168, 0.57871, 3.21040)  -0.006
C (3.52665, 1.18234, 2.00820)  0.014
C (-2.18852, 2.22687, -1.92900)  0.012
C (-3.11455, 3.30431, -2.01367)  0.004
C (-4.45503, 3.10980, -2.17992)  0.011
C (-4.94562, 1.80070, -2.29959)  0.008
C (-4.09439, 0.73261, -2.20074)  0.012
C (-2.71953, 0.91224, -1.97999)  0.044
O (-2.00914, -0.18634, -1.81657)  0.066
H (0.17989, 4.32938, -1.19338)  0.003
H (-1.02519, 4.56607, -2.47950)  0.000
H (0.54487, 3.84442, -2.82302)  0.004
H (2.86354, 3.31306, 0.20810)  0.001
H (4.55634, 3.78120, 0.03331)  0.000
H (5.87464, 3.61202, 1.94424)  0.000
H (6.47163, 2.54452, 4.08603)  0.000
H (5.18822, 0.59640, 4.90368)  0.000
H (3.30187, -0.28491, 3.55381)  0.000
H (2.71545, 0.77470, 1.41335)  0.000
H (-2.76540, 4.31897, -1.91155)  0.001
H (-5.12696, 3.95717, -2.22287)  0.001
H (-6.00384, 1.63066, -2.46045)  0.001
H (-4.45289, -0.28814, -2.26133)  0.000
C (-0.25420, 1.92397, 1.74564)  0.006
Si (-1.28972, 0.42891, 2.13754)  -0.035
C (-1.08746, 0.10332, 3.95908)  0.012
C (-3.06995, 0.72831, 1.72598)  0.031
N (-0.79412, -0.89754, 1.03710)  0.545
C (-0.95230, -2.20590, 1.20698)  0.180
C (-1.38113, -2.82981, 2.42973)  0.158
C (-1.54839, -4.18171, 2.52220)  -0.048
C (-1.31175, -4.99854, 1.40607)  0.228
C (-0.89785, -4.45296, 0.19336)  -0.093
C (-0.71792, -3.09968, 0.10590)  0.119
O (-0.32524, -2.47630, -1.05055)  0.051
C (-0.01932, -3.21295, -2.22786)  -0.015
C (-0.91124, -3.13013, -3.27247)  0.005
C (-0.59232, -3.78961, -4.45332)  0.000
C (0.59245, -4.50689, -4.55243)  0.005
C (1.47123, -4.56373, -3.47525)  -0.001
C (1.16931, -3.90551, -2.29262)  -0.004
H (0.57668, 2.01058, 2.44997)  0.000
H (-0.87502, 2.82153, 1.84414)  0.002
H (0.16709, 1.92123, 0.73718)  0.012
H (-1.07284, 1.08067, 4.45355)  0.000
H (-0.14233, -0.39504, 4.19634)  -0.001
H (-1.91047, -0.47244, 4.39405)  0.000
H (-3.41839, 1.61656, 2.26351)  0.001
H (-3.69582, -0.11945, 2.02478)  0.002
H (-3.21363, 0.89616, 0.65551)  -0.005
H (-1.56628, -2.20174, 3.28637)  0.004
H (-1.86719, -4.62371, 3.45697)  0.003
H (-1.45828, -6.06906, 1.47984)  0.009
H (-0.72981, -5.08451, -0.66822)  0.003
H (-1.82243, -2.55628, -3.15943)  0.000
H (-1.27360, -3.74034, -5.29320)  0.000
H (0.83701, -5.01971, -5.47419)  0.000
H (2.40031, -5.11360, -3.55692)  0.000
H (1.84596, -3.92030, -1.44546)  -0.002

[2]
Below is a molecular structure, C31H32N3O2RuSbSe3 in a non-equilibrium geometry, with properties calculated with ωB97M-V/def2-TZVPD.

**2S+1**: 2
**Total energy**: -246381.7966 eV
**HOMO (alpha / beta)**: -0.385 / -0.371 hartree
**Total charge**: +1
**Energy above the lowest of the compared OMol25 structures with the same formula, charge and spin**: 232.6 kJ/mol

Each line ends with the Mulliken spin population.
CARTESIAN COORDINATES (ANGSTROEM)
Ru (-1.01133, -0.39195, 0.14094)  0.756
O (-6.27739, 0.87295, -0.82544)  0.000
C (-6.30595, -0.20940, 0.09646)  0.003
C (-4.86449, -0.69950, 0.31896)  -0.017
C (-4.92163, -1.88171, 1.29323)  0.012
O (-5.66623, -1.62311, 2.46767)  0.001
C (-4.06802, 0.50492, 0.84602)  -0.001
Se (-2.49573, 0.12512, 1.97059)  0.160
C (-4.35328, -1.16600, -1.04350)  0.015
Se (-2.52644, -1.88252, -1.12118)  0.065
H (-7.17749, 1.16329, -0.99686)  0.000
H (-6.90889, -1.04254, -0.28391)  0.000
H (-6.73381, 0.09956, 1.05212)  0.000
H (-3.90205, -2.18909, 1.53965)  -0.010
H (-5.41149, -2.72203, 0.79797)  -0.001
H (-5.18890, -0.99368, 3.01950)  0.000
H (-4.70475, 1.14406, 1.45916)  -0.005
H (-3.70945, 1.10037, 0.01422)  0.000
H (-4.40966, -0.34681, -1.75501)  0.001
H (-4.97756, -1.98219, -1.41136)  0.000
C (-1.30859, 4.04975, -1.33713)  -0.001
C (-1.41416, 2.63455, -1.03969)  -0.003
N (-1.52065, 1.52131, -0.80461)  -0.002
H (-2.28390, 4.51971, -1.21719)  0.000
H (-0.96372, 4.18367, -2.36078)  -0.001
H (-0.59653, 4.50864, -0.65042)  0.000
Se (-1.21768, -3.38646, 1.78543)  0.001
N (-0.02184, -2.57819, 0.73883)  0.007
C (0.71695, -3.52525, 0.16407)  -0.007
C (1.81191, -3.32164, -0.72487)  -0.010
C (2.45754, -4.40704, -1.22311)  0.000
C (2.08497, -5.74122, -0.86934)  0.000
C (1.06868, -5.98232, -0.00697)  0.000
C (0.35331, -4.87564, 0.53741)  -0.003
N (-0.65004, -4.98412, 1.39467)  -0.001
H (2.12993, -2.31973, -0.97637)  0.006
H (3.28212, -4.26342, -1.90925)  0.000
H (2.63752, -6.56718, -1.29594)  0.000
H (0.77901, -6.98258, 0.28341)  0.000
C (6.48566, -0.48767, 0.79628)  0.000
C (5.86873, -0.20286, 2.00700)  0.000
C (4.49281, -0.03504, 2.06551)  -0.001
C (3.73607, -0.12397, 0.90080)  0.003
C (4.35134, -0.41295, -0.31218)  0.001
C (5.72681, -0.59837, -0.35997)  0.001
Sb (1.62523, 0.18145, 1.00542)  0.000
C (1.65804, 2.25864, 1.54410)  0.001
C (0.45279, 2.87679, 1.86371)  -0.016
C (0.41653, 4.23576, 2.15365)  -0.001
C (1.58599, 4.98362, 2.12205)  0.000
C (2.79086, 4.37172, 1.80346)  0.000
C (2.83025, 3.01300, 1.51651)  -0.001
C (1.35067, 0.58849, -1.11059)  0.057
C (0.61871, -0.30198, -1.91440)  -0.054
C (0.22418, 0.06461, -3.20265)  0.016
C (0.58354, 1.29645, -3.71057)  0.009
C (1.35253, 2.16578, -2.93912)  -0.001
C (1.71348, 1.82648, -1.64627)  0.017
H (7.55870, -0.61824, 0.75475)  0.000
H (6.45934, -0.11471, 2.90943)  0.000
H (4.01673, 0.17800, 3.01588)  0.000
H (3.76600, -0.47553, -1.22162)  0.001
H (6.20390, -0.82343, -1.30509)  0.000
H (-0.46678, 2.30148, 1.89822)  0.008
H (-0.52237, 4.71124, 2.41059)  0.000
H (1.56362, 6.04009, 2.35575)  0.000
H (3.70561, 4.95019, 1.77752)  0.000
H (3.77476, 2.54314, 1.26885)  0.000
H (0.44188, -1.32984, -1.59718)  -0.006
H (-0.35446, -0.62968, -3.79831)  0.000
H (0.29136, 1.57220, -4.71546)  0.000
H (1.67282, 3.11417, -3.35430)  0.000
H (2.29437, 2.51844, -1.04916)  -0.001

[3]
Below is 2 unconnected molecules or ions with the total composition C31H32N4O5 in a non-equilibrium geometry, with properties calculated with ωB97M-V/def2-TZVPD.

**Total energy**: -48857.0247 eV
**HOMO**: -0.224 hartree
**Total charge**: 0
**Energy above the lowest of the compared OMol25 structures with the same formula, charge and spin**: 1016.7 kJ/mol

Each line ends with the Mulliken charge.
CARTESIAN COORDINATES (ANGSTROEM)
C (3.65040, 2.97647, 2.37785)  -1.038
N (2.91328, 2.05026, 1.55328)  0.254
C (3.55208, 1.34317, 0.57045)  0.081
O (4.74166, 1.42105, 0.27078)  -0.687
C (2.53111, 0.41609, -0.06348)  0.137
C (2.94540, -1.04437, 0.08262)  -1.410
C (3.09546, -1.39903, 1.54165)  0.307
C (4.29428, -1.13940, 2.21377)  -0.126
C (4.43608, -1.46837, 3.56097)  -0.762
C (3.36957, -2.05731, 4.24882)  -0.431
C (2.16438, -2.31040, 3.58510)  -0.775
C (2.03514, -1.98995, 2.23224)  -0.049
N (1.30891, 0.73912, 0.65935)  0.326
C (0.13355, 0.18628, 0.30744)  -0.370
C (-1.08539, 0.39415, 0.95209)  0.800
C (-2.29768, -0.13377, 0.50283)  -0.944
C (-3.56431, 0.05003, 1.15840)  0.493
C (-4.76829, -0.45189, 0.58942)  -0.431
C (-5.99450, -0.27000, 1.21713)  -0.701
C (-6.07448, 0.42745, 2.43519)  -0.306
C (-4.90426, 0.93546, 3.01450)  -0.703
C (-3.67072, 0.74854, 2.39596)  -0.256
C (1.50124, 1.74752, 1.72472)  0.813
C (1.21831, 1.20672, 3.15549)  -1.161
C (0.58358, 2.36072, 3.92790)  -0.900
C (0.25194, 3.49281, 2.93214)  -0.620
C (0.63620, 3.02883, 1.53245)  -1.354
H (4.68444, 2.98432, 2.01589)  0.432
H (3.23759, 3.99089, 2.29924)  0.286
H (3.65336, 2.67035, 3.43383)  0.304
H (2.43274, 0.69776, -1.12787)  0.459
H (2.20267, -1.68036, -0.41206)  0.583
H (3.90974, -1.14114, -0.43241)  0.584
H (5.12010, -0.68010, 1.66313)  0.434
H (5.38346, -1.26456, 4.06477)  0.405
H (3.48126, -2.32885, 5.29900)  0.390
H (1.31860, -2.76224, 4.10789)  0.404
H (1.10675, -2.19978, 1.69432)  0.476
H (0.18171, -0.45656, -0.57703)  0.639
H (-1.07233, 1.00737, 1.85747)  -0.387
H (-2.29184, -0.72485, -0.41891)  0.553
H (-4.70718, -0.97585, -0.36616)  0.459
H (-6.90348, -0.66805, 0.76345)  0.425
H (-7.03573, 0.57430, 2.92958)  0.380
H (-4.94709, 1.48214, 3.95797)  0.382
H (-2.77180, 1.14619, 2.86735)  0.542
H (0.54557, 0.34538, 3.08763)  0.307
H (2.15559, 0.84941, 3.60581)  0.402
H (-0.32769, 2.02361, 4.44050)  0.350
H (1.27296, 2.72391, 4.70128)  0.395
H (-0.81597, 3.74414, 2.98385)  0.395
H (0.81083, 4.39880, 3.19958)  0.389
H (1.21802, 3.77375, 0.97472)  0.426
H (-0.24967, 2.77209, 0.94573)  0.384
C (-2.83410, -2.31816, -4.07368)  -1.180
N (-3.92871, -1.54075, -3.82527)  0.832
O (-4.66218, -1.75389, -2.80427)  -0.756
O (-4.22355, -0.60258, -4.62412)  -0.704
C (-1.95290, -2.09595, -5.17036)  1.070
C (-2.15418, -1.06709, -6.14002)  -0.542
C (-1.22098, -0.82236, -7.13476)  -0.295
C (-0.04528, -1.60176, -7.21086)  0.056
N (0.95122, -1.28422, -8.17243)  0.911
O (2.05397, -1.87658, -8.12231)  -0.626
O (0.69221, -0.41401, -9.03647)  -0.619
C (0.16540, -2.66605, -6.30151)  -0.440
C (-0.77590, -2.91241, -5.31860)  -0.774
H (-2.67364, -3.13233, -3.37158)  0.354
H (-3.04752, -0.46034, -6.07197)  0.542
H (-1.36760, -0.02067, -7.85472)  0.433
H (1.07171, -3.26196, -6.39639)  0.435
H (-0.64351, -3.73112, -4.60830)  0.319

- Which formula does entry 1 have?
  C31H32N3O2RuS2Si

- Among the records above, which one has the lowest total energy?
  C31H32N3O2RuSbSe3

- Look up the total charge of the second one.
  +1